240
Properties=species:S:1:pos:R:3:forces:R:3:mulliken_charge:R:1 method="wB97M-V/def2-TZVPD" e_tot_ha=-11293.8385 lumo_ev=0.280 e_above_lowest_ev=0.914 orbital_gap_ev=10.0 total_charge=0
C -22.018 -2.798 -10.234 0.892 1.011 2.578 -0.24
C -22.416 -4.079 -9.448 -2.309 0.179 -1.546 -0.50
C -23.152 -3.580 -8.218 0.523 1.097 -0.689 -1.13
S -24.207 -2.353 -9.058 -1.583 0.765 3.423 1.36
O -24.754 -1.384 -8.083 0.377 -1.236 -1.249 -0.82
O -25.101 -3.146 -9.863 -0.442 -0.110 -0.303 -0.70
C -23.033 -1.604 -10.048 0.450 -1.813 -1.339 1.90
H -21.882 -2.964 -11.256 0.542 -0.263 -1.428 -0.41
H -21.117 -2.434 -9.745 0.481 -0.014 -0.545 0.44
H -21.604 -4.753 -9.245 0.393 -0.184 -0.065 0.60
H -23.208 -4.542 -10.125 1.135 -0.200 1.059 0.10
H -22.494 -3.108 -7.501 0.367 0.668 -0.069 0.36
H -23.718 -4.231 -7.598 -0.923 -0.867 -0.096 0.46
H -22.717 -0.700 -9.551 0.460 0.118 -0.297 -0.58
H -23.469 -1.501 -11.044 -0.230 0.853 0.352 -1.11
C -27.113 5.765 -22.855 1.836 0.736 1.369 -0.61
C -28.368 5.628 -23.635 -0.230 0.220 -0.878 -0.56
C -29.385 5.049 -22.704 -1.369 0.656 0.947 -0.79
S -28.500 3.922 -21.643 1.653 1.512 0.804 1.32
O -28.739 2.563 -21.957 -0.753 -1.839 -0.314 -0.73
O -28.605 4.394 -20.282 -0.386 -0.212 0.129 -0.57
C -26.882 4.384 -22.234 0.889 -0.144 -1.195 -0.27
H -27.139 6.564 -22.055 -0.324 -0.857 -0.714 0.23
H -26.235 6.022 -23.455 -0.201 -0.003 -0.140 0.41
H -28.188 4.962 -24.489 -0.137 0.104 0.124 0.27
H -28.723 6.573 -24.008 -0.132 0.396 -0.340 0.33
H -30.217 4.575 -23.208 -0.088 -0.357 0.029 0.41
H -29.806 5.824 -22.007 0.458 -0.653 -0.636 0.31
H -26.577 3.688 -23.049 -0.588 0.256 0.386 0.34
H -26.035 4.335 -21.548 -0.560 0.080 0.576 0.01
C -29.283 -0.337 -19.619 1.537 0.611 -0.470 -1.04
C -29.381 -1.735 -18.998 -1.885 1.202 0.085 0.32
C -27.964 -2.213 -18.863 0.782 0.665 0.084 -0.82
S -27.069 -0.683 -18.182 -0.711 -0.501 0.458 0.85
O -25.783 -0.405 -18.827 -0.985 -0.413 0.274 -0.58
O -27.080 -0.797 -16.724 0.085 0.155 -0.934 -0.11
C -28.321 0.518 -18.754 1.570 -0.983 -1.227 0.22
H -30.198 0.178 -19.599 -1.438 0.447 -0.151 0.59
H -28.933 -0.354 -20.679 -0.134 -0.074 0.748 0.26
H -30.129 -2.309 -19.619 1.254 0.005 0.647 0.57
H -29.893 -1.516 -18.033 0.534 -0.662 -0.247 -0.54
H -27.568 -2.337 -19.894 0.163 -0.483 0.839 0.45
H -27.779 -2.992 -18.102 0.148 0.182 -0.824 0.22
H -27.700 1.240 -19.299 -0.489 -0.072 -0.106 0.03
H -28.756 0.985 -17.908 -0.622 0.189 0.903 -0.37
C -24.826 9.091 -14.977 -0.021 0.201 2.650 -0.59
C -24.471 7.860 -14.065 1.827 0.793 -0.121 -0.78
C -25.704 7.087 -13.745 -0.288 -0.666 1.678 0.19
S -26.730 7.311 -15.148 -2.465 -0.279 -0.988 1.37
O -28.041 7.906 -14.808 1.766 -0.958 -0.077 -0.86
O -26.703 6.103 -15.968 -0.110 0.418 0.612 -0.63
C -25.774 8.556 -15.985 -0.790 0.282 -0.292 -0.77
H -23.882 9.534 -15.323 -0.609 0.044 -0.189 0.38
H -25.396 9.811 -14.306 0.875 -0.466 -0.855 0.26
H -23.966 8.174 -13.130 -0.244 -0.067 -0.512 0.40
H -23.741 7.247 -14.610 -0.173 -0.035 0.045 0.27
H -26.205 7.526 -12.882 -0.240 0.170 -0.131 0.40
H -25.554 6.027 -13.423 -0.182 0.711 -0.823 -0.41
H -26.521 9.260 -16.353 0.186 0.046 -0.102 0.46
H -25.321 8.029 -16.789 0.550 -0.365 -0.848 0.15
C -20.606 0.774 -15.031 -0.088 0.832 1.659 0.32
C -19.410 1.715 -14.651 1.284 -2.302 1.351 -0.85
C -18.885 1.105 -13.255 0.150 0.584 0.000 -0.84
S -20.427 0.969 -12.296 0.291 -2.499 0.713 1.29
O -20.718 2.227 -11.634 0.167 -0.061 -0.490 -0.70
O -20.442 -0.246 -11.452 0.147 1.538 -0.958 -0.66
C -21.488 0.717 -13.710 -0.029 1.388 -1.609 1.27
H -20.312 -0.248 -15.220 0.527 -0.114 -0.316 0.21
H -21.189 1.147 -15.880 0.112 -0.098 0.262 -0.33
H -19.684 2.725 -14.414 -0.432 0.573 -0.337 0.32
H -18.546 1.687 -15.340 -0.698 0.133 0.076 0.40
H -18.251 1.761 -12.611 -0.377 -0.198 -0.793 0.47
H -18.340 0.131 -13.354 -0.939 0.652 0.030 0.31
H -22.098 1.636 -13.744 -0.216 -0.608 0.274 -0.48
H -22.069 -0.197 -13.646 -0.067 0.073 0.316 -0.53
C -25.077 -3.069 -13.251 0.431 0.713 -0.965 1.80
C -26.055 -4.149 -12.932 -1.778 -0.697 0.111 -0.09
C -26.218 -5.162 -14.077 0.152 0.723 -1.313 -1.34
S -25.597 -4.266 -15.586 -1.446 0.925 0.958 0.99
O -26.543 -4.075 -16.690 0.716 -0.631 1.145 -0.78
O -24.325 -4.867 -15.860 1.253 -0.481 -0.507 -0.60
C -25.382 -2.706 -14.711 -1.359 0.818 -0.711 1.39
H -24.055 -3.398 -13.203 0.626 -0.057 0.240 -0.94
H -25.225 -2.202 -12.593 0.106 -0.250 -0.150 -0.89
H -27.022 -3.614 -12.923 0.154 -0.362 0.565 -0.26
H -25.914 -4.681 -11.984 0.052 0.413 -0.120 0.58
H -27.236 -5.424 -14.297 -0.585 -0.054 0.148 0.58
H -25.654 -6.079 -14.037 0.458 -0.173 0.168 0.37
H -26.416 -2.221 -14.834 1.452 -0.516 0.264 -1.17
H -24.670 -2.082 -15.278 -0.244 -0.330 0.531 0.14
C -27.624 1.981 -13.939 -1.076 0.327 -0.963 0.91
C -26.708 3.208 -13.846 -0.190 0.547 1.402 1.45
C -25.293 2.834 -13.374 -1.965 -1.559 0.830 -1.75
S -25.275 1.018 -13.194 -1.013 1.656 -1.404 -0.08
O -24.490 0.662 -12.053 0.195 -0.707 0.967 0.42
O -24.909 0.448 -14.483 -0.043 0.111 0.434 0.25
C -27.085 0.898 -13.071 0.419 -3.133 1.310 0.61
H -27.708 1.617 -14.951 0.150 -0.297 -0.530 -0.29
H -28.674 2.271 -13.667 0.978 -0.226 0.057 0.62
H -27.267 3.753 -13.057 1.205 0.247 -0.497 -1.34
H -26.599 3.850 -14.702 -0.530 0.018 -0.661 -0.29
H -25.050 3.273 -12.441 0.252 0.309 1.061 0.70
H -24.515 2.967 -14.036 1.545 0.752 -1.733 -0.09
H -27.370 0.888 -11.983 0.329 0.412 -1.105 -0.51
H -27.252 -0.185 -13.439 -0.063 1.732 0.442 -0.45
C -21.437 -6.520 -14.344 1.797 0.073 0.203 -1.00
C -21.092 -6.039 -15.759 -0.068 0.458 -0.646 -0.78
C -20.839 -4.505 -15.758 -1.708 -0.124 -1.294 0.14
S -20.877 -3.977 -14.111 -0.255 1.486 2.023 0.97
O -21.549 -2.700 -13.900 -0.234 -0.610 -0.637 -0.34
O -19.556 -4.029 -13.505 -0.593 -0.863 -0.564 -0.77
C -21.910 -5.342 -13.544 0.365 -0.343 0.704 0.23
H -20.496 -6.839 -13.883 -0.157 -0.359 -0.098 0.36
H -22.128 -7.343 -14.333 -0.319 -0.268 -0.026 0.40
H -21.935 -6.203 -16.455 0.618 -0.232 0.257 0.36
H -20.172 -6.543 -16.059 -0.351 -0.087 -0.423 0.39
H -21.629 -3.973 -16.344 0.349 -0.414 0.836 -0.85
H -19.945 -4.154 -16.190 1.414 0.068 -0.431 0.86
H -22.948 -5.249 -13.873 -0.032 0.937 0.776 -0.40
H -21.643 -5.482 -12.465 -0.952 0.348 -0.773 0.32
C -25.100 2.891 -17.170 -0.350 0.766 -0.062 1.70
C -23.930 3.639 -16.571 1.002 0.751 -0.053 0.54
C -23.120 4.255 -17.767 -0.472 -0.037 1.496 -1.11
S -24.369 4.883 -18.901 -0.503 -1.007 0.694 1.19
O -24.103 4.533 -20.267 0.296 -0.396 -0.664 -0.77
O -24.631 6.273 -18.635 0.036 0.202 0.435 -0.65
C -25.697 3.842 -18.213 -0.093 -0.032 -0.043 0.16
H -25.850 2.759 -16.406 -0.299 -0.439 0.242 -1.08
H -24.824 1.912 -17.567 0.121 0.204 -0.072 -0.49
H -23.305 2.993 -15.957 0.295 -0.224 -0.318 -0.31
H -24.197 4.448 -15.876 -0.557 -0.053 -0.343 -0.04
H -22.564 3.407 -18.160 0.329 0.407 -0.608 0.33
H -22.558 5.133 -17.417 0.251 -0.522 -0.447 0.55
H -26.262 3.321 -18.967 0.082 -0.006 -0.632 0.05
H -26.372 4.552 -17.760 -0.174 0.296 0.312 -0.16
C -22.273 1.864 -8.604 0.436 0.812 0.867 -0.70
C -22.093 2.934 -7.486 1.465 -0.956 0.073 -1.02
C -23.419 2.928 -6.799 1.070 0.409 0.721 -0.82
S -24.605 2.953 -8.075 -0.647 -1.492 -0.238 1.36
O -25.094 4.210 -8.512 0.328 1.898 -0.537 -0.75
O -25.605 2.040 -7.615 -1.106 -0.894 0.113 -0.74
C -23.584 2.140 -9.307 0.029 0.775 -0.381 0.90
H -22.384 0.938 -8.082 0.146 -0.819 0.418 0.35
H -21.376 1.817 -9.194 -0.014 -0.087 -0.797 0.30
H -21.813 3.919 -7.773 -0.287 1.005 -1.199 0.41
H -21.173 2.737 -6.880 -1.104 -0.611 0.086 0.36
H -23.518 3.714 -6.060 -0.479 -0.063 0.144 0.47
H -23.617 1.923 -6.454 0.020 -0.045 0.846 0.39
H -23.439 2.823 -10.134 -0.056 0.249 -0.197 0.11
H -24.176 1.303 -9.660 0.173 -0.284 0.031 -0.57
C -29.693 4.884 -16.477 0.829 -0.738 0.573 0.12
C -30.462 3.598 -16.694 -0.466 0.179 0.717 0.05
C -31.909 3.854 -16.242 0.112 0.328 -0.549 -1.03
S -31.647 4.757 -14.741 -1.401 2.274 0.328 1.30
O -31.620 3.844 -13.625 -0.071 -0.211 0.423 -0.49
O -32.567 5.922 -14.733 1.320 -1.754 0.238 -0.83
C -29.985 5.329 -15.063 0.505 -0.955 0.264 -0.06
H -30.120 5.598 -17.156 0.509 0.633 -0.600 0.52
H -28.586 4.721 -16.520 -1.040 0.462 -0.697 -0.62
H -30.079 2.832 -16.057 0.406 -0.722 0.433 -0.70
H -30.322 3.282 -17.689 -0.303 -0.542 -1.300 0.88
H -32.516 2.988 -15.978 0.197 -0.103 -0.153 0.44
H -32.478 4.544 -16.891 0.331 -0.387 0.129 0.35
H -29.243 4.898 -14.363 -0.714 0.034 -0.132 -0.59
H -29.954 6.376 -14.993 -0.090 1.392 0.392 0.72
C -29.089 6.001 -8.580 -0.154 0.794 -1.726 -0.72
C -30.238 5.783 -9.653 0.417 0.064 0.707 -0.74
C -29.592 5.473 -11.023 -0.237 0.172 -0.266 -0.50
S -27.919 4.798 -10.661 -1.958 -0.644 0.538 1.29
O -26.848 5.630 -11.138 0.052 0.259 -0.382 -0.65
O -28.001 3.410 -11.067 0.611 -0.272 0.171 -0.55
C -28.040 4.942 -8.878 1.593 0.589 0.522 -0.40
H -29.411 5.821 -7.578 -0.542 0.230 0.633 0.44
H -28.654 7.051 -8.651 -0.497 -1.334 0.040 0.25
H -30.917 6.655 -9.732 0.333 -0.573 0.131 0.36
H -30.809 4.896 -9.311 0.108 0.525 -0.318 0.27
H -29.367 6.384 -11.607 -0.441 -0.347 0.165 0.54
H -30.250 4.741 -11.600 1.323 0.895 0.486 -0.10
H -27.036 5.325 -8.521 -1.071 -1.050 -0.392 0.25
H -28.289 3.936 -8.484 0.250 0.644 -0.179 0.23
C -34.320 0.668 -11.732 -0.273 -0.803 0.545 -0.41
C -34.008 -0.030 -10.389 -0.524 0.088 1.271 -0.72
C -33.285 -1.321 -10.689 -0.036 0.178 -1.103 0.00
S -34.332 -1.983 -11.997 -1.569 1.265 1.484 1.12
O -35.423 -2.623 -11.314 -0.389 -0.802 0.035 -0.71
O -33.590 -2.652 -13.005 0.948 -0.840 -1.082 -0.65
C -35.005 -0.415 -12.645 2.093 0.470 0.054 -0.50
H -33.405 0.935 -12.225 0.442 0.584 -0.190 0.07
H -34.945 1.534 -11.512 0.049 0.013 -0.510 0.43
H -35.000 -0.353 -9.992 0.600 0.421 0.179 0.34
H -33.471 0.541 -9.562 -0.711 -0.322 -1.373 0.34
H -33.238 -2.015 -9.859 -0.026 -0.233 -0.073 0.51
H -32.321 -1.176 -11.159 0.472 0.102 0.219 -0.38
H -36.083 -0.385 -12.600 -0.151 -0.353 -0.057 0.44
H -34.558 -0.384 -13.663 -0.780 0.291 0.515 0.14
C -29.053 -2.275 -7.699 0.350 -0.096 -1.311 -0.62
C -28.503 -0.826 -7.511 0.192 -0.891 -1.270 -0.61
C -28.468 -0.113 -8.925 -1.166 -2.145 0.813 -0.80
S -28.420 -1.497 -10.176 -2.503 -0.331 2.316 0.83
O -27.320 -1.363 -11.055 1.480 0.137 -1.062 0.01
O -29.752 -1.660 -10.753 0.376 0.368 0.017 -0.61
C -28.268 -2.877 -8.996 -0.248 2.460 1.715 -0.55
H -30.125 -2.225 -8.020 0.728 -0.286 0.551 0.20
H -28.921 -2.918 -6.777 -0.172 0.751 -1.150 0.37
H -27.482 -0.997 -7.281 1.126 0.230 0.734 0.21
H -29.000 -0.314 -6.680 0.068 0.253 -0.547 0.42
H -27.668 0.533 -9.161 1.119 0.660 0.210 0.29
H -29.400 0.389 -9.049 -0.725 0.415 -0.572 0.52
H -27.183 -3.024 -8.869 -0.624 -0.423 0.113 -0.10
H -28.889 -3.649 -9.370 0.065 -1.077 -0.670 0.58
C -23.586 -2.668 -18.137 -1.052 0.987 -0.609 0.63
C -23.120 -2.310 -19.607 0.003 -0.400 0.064 -1.33
C -22.943 -0.796 -19.792 -0.158 -0.148 -0.497 -0.25
S -22.094 -0.439 -18.298 1.018 1.410 0.760 1.00
O -22.170 0.972 -17.957 -0.800 -0.264 0.062 -0.62
O -20.739 -0.938 -18.303 0.052 -0.691 -0.466 -0.79
C -23.067 -1.523 -17.275 -0.466 1.047 1.255 0.99
H -23.257 -3.661 -17.754 -0.269 0.772 -0.620 0.27
H -24.693 -2.567 -18.058 0.744 -0.638 -0.281 -0.66
H -23.745 -2.724 -20.405 0.130 -0.109 0.349 0.45
H -22.099 -2.668 -19.687 0.076 -0.607 -0.358 0.47
H -23.874 -0.223 -19.855 0.222 -0.175 0.310 -0.08
H -22.303 -0.515 -20.652 -0.188 -0.309 0.570 0.62
H -23.805 -0.852 -16.771 -0.041 -0.536 -0.812 -0.53
H -22.481 -1.849 -16.434 0.786 -0.118 0.200 -0.01
C -29.415 -1.658 -14.413 2.033 -0.068 0.215 2.60
C -30.331 -2.643 -15.143 0.621 -0.254 -0.995 -1.14
C -31.630 -1.979 -15.640 0.755 1.204 1.373 -1.22
S -31.399 -0.220 -15.237 1.437 -0.249 -0.018 1.15
O -32.636 0.408 -14.855 -0.285 0.043 0.258 -0.82
O -30.613 0.423 -16.283 -0.286 -0.268 0.009 -0.28
C -30.199 -0.530 -13.876 -2.644 0.896 1.097 1.21
H -28.669 -1.296 -15.173 -0.640 -0.086 0.793 -1.44
H -28.822 -2.088 -13.564 -0.573 -0.046 -0.752 -0.45
H -30.592 -3.517 -14.607 -0.352 -0.629 1.117 0.64
H -29.655 -3.043 -15.902 -0.597 0.056 -0.653 0.22
H -32.468 -2.215 -14.990 -0.179 -0.446 -0.255 0.43
H -31.849 -2.021 -16.682 -0.212 -0.246 -0.711 0.69
H -30.786 -0.786 -12.937 0.575 0.060 -1.156 -0.99
H -29.721 0.424 -13.665 0.248 -0.107 -0.253 -0.60